Record 1
A molecular structure, C30H22AsFGdI2N6O7S4 in a non-equilibrium geometry, computed with the ωB97M-V functional and the def2-TZVPD basis.

Output
LUMO energy (alpha / beta) ... 0.07371 / 0.07372 Ha
Kohn-Sham gap (alpha / beta) ... 0.267 / 0.268 Ha
Spin multiplicity ... 8
Total charge ... -1

```
74
C30H22AsFGdI2N6O7S4 the ωB97M-V functional and the def2-TZVPD basis
Gd 0.4294 0.2593 -0.3038
N -0.8899 4.9893 -0.5290
C -1.4429 4.0564 -1.3470
N -0.7727 3.2207 -2.0599
C -1.5822 2.3929 -2.7838
C -2.9150 2.6562 -2.6875
S -3.1843 3.9645 -1.5883
C -0.9357 1.3845 -3.6078
C -1.3239 1.0351 -4.8622
S -0.1568 -0.0124 -5.5860
C 0.8008 0.1264 -4.1178
N 0.2556 0.8398 -3.1825
N 2.0464 -0.3937 -4.0675
H -0.0028 4.6681 -0.1513
H -1.5102 5.3028 0.2080
H -3.7471 2.1507 -3.1358
H -2.1984 1.3291 -5.4042
H 2.2134 -1.1700 -4.6907
H 2.3570 -0.5497 -3.1082
O -2.2716 3.4469 1.7560
As -0.7935 2.2884 1.8495
O 0.1445 3.2747 2.7251
O -0.4964 2.0691 0.2617
C -1.7588 0.8049 2.6874
C -3.1067 0.9224 3.0038
C -3.7948 -0.1604 3.5255
C -3.1351 -1.3550 3.7750
C -1.7876 -1.4696 3.4797
C -1.1208 -0.3917 2.9267
S 0.5480 -0.6466 2.3610
O 0.3646 -1.5031 1.1766
O 1.2974 -1.2747 3.4186
O 1.0654 0.6573 1.9271
H -2.1300 4.0675 2.4754
H -3.6104 1.8602 2.8063
H -4.8556 -0.0767 3.7162
H -3.6753 -2.1971 4.1792
H -1.2422 -2.3858 3.6538
I 0.6936 -3.3527 -3.0043
C 1.9199 -3.3904 -1.2895
C 2.3344 -4.5918 -0.7380
C 3.0887 -4.5757 0.4071
I 3.7784 -6.4404 1.1495
C 3.3977 -3.3744 1.0714
C 4.0756 -3.2615 2.3003
C 4.2482 -2.0307 2.8697
C 3.7683 -0.8980 2.1996
N 3.1818 -0.9536 1.0313
C 2.9742 -2.1564 0.4718
C 2.2508 -2.1428 -0.7742
O 1.9190 -1.0410 -1.3551
H 2.0532 -5.5207 -1.2138
H 4.4537 -4.1467 2.7948
H 4.7450 -1.9266 3.8210
H 3.8657 0.0818 2.6484
F -5.2717 -2.4043 0.9282
C -4.1534 -1.8519 0.3566
C -3.0875 -2.6666 0.0420
C -1.9479 -2.0896 -0.4991
C -1.7922 -0.7028 -0.7402
C -2.9394 0.0495 -0.3908
C -4.1090 -0.4957 0.1231
H -3.1472 -3.7292 0.2371
H -1.1319 -2.7677 -0.7340
H -2.9288 1.1280 -0.5279
H -4.9634 0.1235 0.3612
S 4.7713 2.8651 -1.0758
C 3.4495 3.4641 -2.0019
C 2.3121 2.7915 -1.6912
N 2.4733 1.8128 -0.7555
C 3.6898 1.7435 -0.3347
H 3.5937 4.2561 -2.7078
H 1.3184 2.9755 -2.0784
H 4.0326 1.0426 0.4034
```

Record 2
A molecular structure, C30H22ClCoN2O3P, computed with the ωB97M-V functional and the def2-TZVPD basis.

Output
LUMO energy (alpha / beta) ... -0.00636 / -0.08284 Ha
Kohn-Sham gap (alpha / beta) ... 0.190 / 0.203 Ha
Spin multiplicity ... 4

```
60
C30H22ClCoN2O3P the ωB97M-V functional and the def2-TZVPD basis
Co -0.3271 1.1613 -0.0141
Cl -5.1014 5.0733 3.0998
C -3.7128 4.4290 2.3076
C -3.1378 5.1697 1.2582
C -2.0356 4.6586 0.6425
C -1.4774 3.4022 1.0171
O -0.4275 3.0111 0.4052
C -2.1052 2.6319 2.1113
C -1.5367 1.4307 2.6607
N -0.5470 0.8311 1.9993
C 0.4434 0.0787 2.4963
C 0.5005 -0.5822 3.7301
C 1.6655 -1.2694 4.0995
C 2.7918 -1.2817 3.3089
C 2.7958 -0.5809 2.0687
C 3.9144 -0.4606 1.2286
C 3.8310 0.2737 0.0716
C 2.6108 0.8560 -0.2792
N 1.5331 0.7371 0.4740
C 1.6130 0.0631 1.6512
C -3.2090 3.2101 2.7313
H -3.5737 6.1101 0.9520
H -1.5564 5.1849 -0.1731
H -1.8085 1.1529 3.6777
H -0.3611 -0.5702 4.3846
H 1.6859 -1.7969 5.0467
H 3.6887 -1.7967 3.6302
H 4.8444 -0.9450 1.5088
H 4.6871 0.3965 -0.5793
H 2.4908 1.4040 -1.2064
H -3.6842 2.6922 3.5549
O -4.0124 0.8094 -1.6779
C -2.9084 0.5583 -1.2458
O -2.1070 1.4221 -0.6785
C -2.3445 -0.8639 -1.3326
P -0.5466 -0.7383 -1.1615
C 0.0844 -0.4499 -2.8398
C -0.7477 0.0796 -3.8233
C -0.2328 0.4136 -5.0698
C 1.1160 0.2325 -5.3400
C 1.9574 -0.2794 -4.3587
C 1.4462 -0.6129 -3.1128
C 0.0461 -2.3892 -0.6771
C 0.0033 -2.7111 0.6815
C 0.3814 -3.9735 1.1190
C 0.8001 -4.9274 0.2016
C 0.8278 -4.6216 -1.1519
C 0.4509 -3.3598 -1.5923
H -2.6677 -1.3662 -2.2410
H -2.7184 -1.4260 -0.4760
H -1.8022 0.2373 -3.6245
H -0.8903 0.8189 -5.8299
H 1.5140 0.4951 -6.3125
H 3.0123 -0.4196 -4.5650
H 2.1069 -1.0087 -2.3496
H -0.3284 -1.9719 1.3982
H 0.3540 -4.2059 2.1763
H 1.0986 -5.9124 0.5399
H 1.1411 -5.3696 -1.8696
H 0.4708 -3.1343 -2.6507
```

Record 3
A molecular structure, C30H22CuF2N2OP, computed with the ωB97M-V functional and the def2-TZVPD basis.

Output
LUMO energy ... -0.00814 Ha
Kohn-Sham gap ... 0.275 Ha
Spin multiplicity ... 1

```
59
C30H22CuF2N2OP the ωB97M-V functional and the def2-TZVPD basis
Cu -0.5926 -0.6391 -0.4701
F -4.5004 2.3331 0.9356
C -4.1878 1.0595 0.5984
C -2.8669 0.7136 0.4181
C -2.4780 -0.5896 0.0584
C -3.5170 -1.5346 -0.0559
C -4.8392 -1.1296 0.1142
F -5.8490 -2.0209 -0.0704
C -5.2166 0.1569 0.4362
C -3.2706 -2.9900 -0.2984
C -3.9087 -3.9248 0.5269
C -3.7092 -5.2733 0.3287
C -2.8628 -5.6797 -0.6933
C -2.2430 -4.7007 -1.4401
N -2.4299 -3.3886 -1.2553
H -2.1290 1.4956 0.5584
H -6.2541 0.4342 0.5486
H -4.5532 -3.5689 1.3170
H -4.1992 -6.0023 0.9613
H -2.6762 -6.7250 -0.8959
H -1.5500 -4.9723 -2.2289
O -0.0516 -2.7029 -2.4576
N 0.5900 -1.7421 -1.7200
C 1.8578 -1.8102 -1.8492
C 2.9001 -0.9509 -1.2533
C 4.1991 -1.3516 -1.5877
C 5.3144 -0.6736 -1.1347
C 5.1532 0.4419 -0.3287
C 3.8753 0.8552 0.0068
C 2.7396 0.1801 -0.4349
P 1.0898 0.8284 0.0363
C 1.0415 2.4277 -0.8383
C 0.1109 3.3832 -0.4254
C -0.0307 4.5717 -1.1205
C 0.7461 4.8176 -2.2460
C 1.6633 3.8698 -2.6693
C 1.8123 2.6791 -1.9693
C 1.2672 1.2925 1.7881
C 0.7504 0.3941 2.7202
C 0.8553 0.6530 4.0790
C 1.4595 1.8226 4.5153
C 1.9523 2.7362 3.5926
C 1.8559 2.4741 2.2351
H -0.9775 -2.7087 -2.0903
H 2.2304 -2.6104 -2.4867
H 4.3276 -2.2218 -2.2196
H 6.3029 -1.0157 -1.4110
H 6.0132 0.9881 0.0356
H 3.7560 1.7278 0.6351
H -0.5049 3.1978 0.4472
H -0.7540 5.3046 -0.7876
H 0.6315 5.7450 -2.7917
H 2.2686 4.0532 -3.5477
H 2.5344 1.9470 -2.3081
H 0.2458 -0.5004 2.3718
H 0.4494 -0.0508 4.7936
H 1.5336 2.0322 5.5745
H 2.4066 3.6581 3.9320
H 2.2182 3.2043 1.5209
```

Record 4
A molecular structure, C30H22FN4O9RhS2 in a non-equilibrium geometry, computed with the ωB97M-V functional and the def2-TZVPD basis.

Output
LUMO energy (alpha / beta) ... -0.01431 / -0.07536 Ha
Kohn-Sham gap (alpha / beta) ... 0.288 / 0.251 Ha
Spin multiplicity ... 5

```
69
C30H22FN4O9RhS2 the ωB97M-V functional and the def2-TZVPD basis
Rh 0.3112 -0.2641 0.2592
O 1.3566 1.0460 -3.4960
C 0.8899 0.8292 -2.4066
O 1.3683 0.0091 -1.4891
C -0.4086 1.5053 -1.9758
C -1.1849 2.3489 -2.7500
C -2.3777 2.8058 -2.2175
C -2.7731 2.3947 -0.9495
C -1.9383 1.5504 -0.2487
N -0.7858 1.1680 -0.7592
C -2.2233 0.9500 1.1265
O -3.1888 1.3054 1.7641
O -1.3328 0.0716 1.5191
H -0.8483 2.6195 -3.7420
H -3.0068 3.4722 -2.7936
H -3.7078 2.7048 -0.5005
F 6.3139 -1.9887 -0.9906
C 5.7646 -2.2868 0.1876
C 4.5990 -2.9259 0.2648
N 4.0096 -3.2592 1.4727
C 2.6752 -3.8652 1.4517
C 1.6584 -2.9630 0.7440
O 0.9952 -3.4568 -0.1553
O 1.5938 -1.7428 1.1662
C 4.6001 -2.9317 2.6693
O 4.1156 -3.1844 3.7593
N 5.8074 -2.2713 2.5459
C 6.4945 -1.8993 1.3834
O 7.5569 -1.3276 1.4338
H 4.0579 -3.2117 -0.6291
H 2.3815 -4.0358 2.4821
H 2.7097 -4.8068 0.9118
H 6.2670 -2.0455 3.4150
O -1.4768 -1.4935 -0.9003
S -1.9430 -2.8266 -0.3387
C -1.8709 -3.9704 -1.7116
C -1.5582 -3.4850 -2.9681
C -1.4984 -4.3752 -4.0320
C -1.7419 -5.7265 -3.8260
C -2.0348 -6.1998 -2.5522
C -2.0916 -5.3203 -1.4834
C -3.7303 -2.6514 -0.2532
C -4.4485 -3.5323 0.5435
C -5.8222 -3.3751 0.6576
C -6.4566 -2.3318 -0.0048
C -5.7228 -1.4467 -0.7836
C -4.3491 -1.6008 -0.9088
H -1.3500 -2.4300 -3.0963
H -1.2520 -4.0131 -5.0219
H -1.6897 -6.4174 -4.6581
H -2.2044 -7.2569 -2.3916
H -2.2968 -5.6827 -0.4811
H -3.9368 -4.3279 1.0759
H -6.3960 -4.0533 1.2762
H -7.5265 -2.1995 0.0991
H -6.2206 -0.6282 -1.2879
H -3.7514 -0.9147 -1.4975
S 1.4438 1.7469 1.5407
C 1.2257 0.9771 3.0662
N 0.0651 1.2064 3.7182
C -0.2936 0.6241 4.8735
C 0.5606 -0.2384 5.4853
C 1.7937 -0.5018 4.8744
C 2.1248 0.0959 3.6864
H -0.6115 1.7791 3.2289
H -1.2684 0.8849 5.2609
H 0.2764 -0.7161 6.4116
H 2.4830 -1.1999 5.3295
H 3.0579 -0.1127 3.1859
```

Record 5
A molecular structure, C30H22LuN5O2S2 in a non-equilibrium geometry, computed with the ωB97M-V functional and the def2-TZVPD basis.

Output
LUMO energy ... -0.01856 Ha
Kohn-Sham gap ... 0.252 Ha
Spin multiplicity ... 1

```
62
C30H22LuN5O2S2 the ωB97M-V functional and the def2-TZVPD basis
Lu 6.1515 -16.1672 -7.9597
C 3.8398 -20.2194 -7.9772
C 4.6683 -19.1346 -7.5862
N 5.2972 -18.3774 -8.4735
C 5.1873 -18.5685 -9.7735
C 4.4434 -19.7333 -10.2466
C 3.8106 -20.5567 -9.2803
C 4.3747 -19.9622 -11.6427
C 4.9687 -19.0938 -12.5075
C 5.6731 -17.9797 -12.0454
C 5.9071 -17.7288 -10.7062
N 6.5137 -16.6358 -10.1314
C 7.2445 -15.7294 -10.9309
C 8.0143 -15.9860 -12.0780
C 8.6976 -14.9488 -12.7543
C 8.7374 -13.6549 -12.2544
C 8.1549 -13.4579 -10.9713
C 8.3708 -12.2526 -10.2985
C 7.7500 -12.0074 -9.0690
C 6.8975 -13.0078 -8.5644
N 6.8154 -14.2289 -9.1333
C 7.3624 -14.4346 -10.3390
H 3.3049 -20.7372 -7.1936
H 4.7677 -18.7726 -6.5601
H 3.1790 -21.3333 -9.6575
H 3.7657 -20.7742 -11.9265
H 4.8938 -19.2731 -13.5667
H 6.0477 -17.2655 -12.7314
H 8.0772 -16.9347 -12.5671
H 9.2035 -15.2181 -13.6704
H 9.3028 -12.9494 -12.8214
H 9.0024 -11.5334 -10.7669
H 7.8883 -11.0272 -8.5857
H 6.3994 -12.8885 -7.5615
C 5.6169 -17.2845 -3.1501
C 5.6293 -16.1217 -4.0644
C 6.3333 -14.9516 -3.8100
C 6.0804 -13.9326 -4.6899
N 5.2719 -13.9730 -5.7337
C 4.6671 -15.1645 -5.9672
S 3.7051 -15.3648 -7.4200
N 4.8717 -16.2512 -5.1599
H 4.6447 -17.3433 -2.6917
H 6.3754 -17.2154 -2.3710
H 5.6957 -18.1884 -3.7062
H 6.9227 -14.8452 -2.9400
H 6.6099 -12.9879 -4.5885
O 12.9444 -18.9248 -3.4532
C 11.6867 -19.4163 -3.7174
O 11.3882 -20.5658 -3.5149
C 10.7709 -18.3536 -4.3193
C 11.3158 -17.5821 -5.3499
C 10.4710 -16.7384 -6.0551
C 9.1113 -16.5932 -5.7071
S 8.2221 -15.3135 -6.6391
C 8.6194 -17.3762 -4.6318
C 9.3938 -18.3319 -4.0106
H 12.9221 -17.9567 -3.6283
H 12.3313 -17.8443 -5.7231
H 10.6870 -16.2123 -6.9787
H 7.5556 -17.3267 -4.4018
H 8.9144 -19.0689 -3.3275
```

Record 6
A molecular structure, C30H23Cl2MnN4O2, computed with the ωB97M-V functional and the def2-TZVPD basis.

Output
LUMO energy (alpha / beta) ... -0.26766 / -0.25838 Ha
Kohn-Sham gap (alpha / beta) ... 0.220 / 0.234 Ha
Spin multiplicity ... 5
Total charge ... +2

```
62
C30H23Cl2MnN4O2 the ωB97M-V functional and the def2-TZVPD basis
Mn 0.7684 0.2518 -0.4949
C 3.4150 1.5878 0.6807
O 2.4091 0.5591 0.7806
C 2.4264 -0.2935 1.8842
C 3.3429 -0.1946 2.9114
C 3.2639 -1.1099 3.9546
C 2.2810 -2.0897 3.9573
C 1.3632 -2.1639 2.9188
C 1.4406 -1.2545 1.8829
N 0.5136 -1.2130 0.7661
N -0.3523 -2.1408 0.7386
C -1.2258 -2.3570 -0.2200
C -1.2313 -1.6037 -1.4323
O -0.3937 -0.6277 -1.6404
C -2.1367 -1.9178 -2.4576
C -3.0192 -2.9390 -2.2652
C -3.0806 -3.7232 -1.0728
C -4.0229 -4.7586 -0.9482
C -4.0654 -5.5136 0.1951
C -3.1621 -5.2449 1.2316
C -2.2340 -4.2312 1.1259
C -2.1826 -3.4552 -0.0305
H 3.2884 2.3026 1.4911
H 3.2559 2.0753 -0.2759
H 4.4018 1.1327 0.7077
H 4.1108 0.5649 2.9105
H 3.9803 -1.0499 4.7628
H 2.2240 -2.8013 4.7698
H 0.5913 -2.9208 2.9091
H -2.1078 -1.3481 -3.3757
H -3.7171 -3.1788 -3.0608
H -4.7085 -4.9517 -1.7649
H -4.7878 -6.3121 0.2960
H -3.1911 -5.8448 2.1322
H -1.5439 -4.0406 1.9363
C -1.0850 2.5734 2.9586
C -0.3958 1.5976 2.2263
N -0.1406 1.7242 0.9350
C -0.5638 2.8480 0.3075
C -1.2686 3.8622 0.9414
C -1.5272 3.6992 2.3164
C -1.6967 5.0116 0.1823
C -1.4223 5.1094 -1.1328
C -0.6801 4.0734 -1.8084
C -0.3728 4.1128 -3.1813
C 0.3291 3.0838 -3.7565
C 0.7368 2.0178 -2.9550
N 0.4782 1.9707 -1.6553
C -0.2424 2.9709 -1.0869
H -1.2641 2.4172 4.0131
H -0.0558 0.6908 2.7104
H -2.0735 4.4660 2.8531
H -2.2470 5.7933 0.6913
H -1.7510 5.9680 -1.7046
H -0.7041 4.9556 -3.7768
H 0.5711 3.0785 -4.8100
H 1.2835 1.1847 -3.3783
Cl 2.7236 -0.7007 -4.7610
C 3.7762 -0.4272 -3.4041
Cl 2.9644 -0.7367 -1.8048
H 4.1211 0.5978 -3.3923
H 4.5932 -1.1366 -3.4314
```

Record 7
A molecular structure, C30H23F3LaN3O2P in a non-equilibrium geometry, computed with the ωB97M-V functional and the def2-TZVPD basis.

Output
LUMO energy ... -0.12084 Ha
Kohn-Sham gap ... 0.279 Ha
Spin multiplicity ... 1
Total charge ... +1

```
63
C30H23F3LaN3O2P the ωB97M-V functional and the def2-TZVPD basis
La 0.2805 -0.1007 0.3507
N -2.8288 1.4433 -0.9658
P -2.4214 1.2167 0.6861
C -2.6240 2.9628 1.1627
C -1.5716 3.8063 0.8148
C -1.6729 5.1662 1.0412
C -2.8133 5.6812 1.6417
C -3.8499 4.8391 2.0085
C -3.7618 3.4758 1.7736
C -3.8822 0.3544 1.3575
C -3.6533 -0.4491 2.4735
C -4.6997 -1.1501 3.0427
C -5.9696 -1.0685 2.4949
C -6.1964 -0.2803 1.3753
C -5.1577 0.4320 0.8035
C -2.4347 0.6595 -2.0231
C -3.1493 0.7228 -3.2270
C -2.7392 -0.0435 -4.2920
C -1.6200 -0.8585 -4.1401
C -0.9648 -0.8592 -2.9296
N -1.3543 -0.1199 -1.8763
H -3.6009 2.0679 -1.1735
H -0.6823 3.3797 0.3547
H -0.8688 5.8229 0.7496
H -2.8854 6.7419 1.8283
H -4.7335 5.2501 2.4724
H -4.5719 2.8206 2.0585
H -2.6540 -0.5103 2.8871
H -4.5235 -1.7711 3.9073
H -6.7792 -1.6317 2.9324
H -7.1854 -0.2179 0.9462
H -5.3488 1.0493 -0.0643
H -4.0106 1.3682 -3.2996
H -3.2799 -0.0114 -5.2253
H -1.2741 -1.4795 -4.9475
H -0.0808 -1.4711 -2.7771
F 8.1453 -5.5258 -2.1961
C 8.2334 -4.1841 -2.1428
F 8.7178 -3.7935 -3.3344
F 9.1726 -3.8998 -1.2333
C 6.9023 -3.5543 -1.8338
C 6.7421 -2.7511 -0.7137
C 5.4964 -2.2305 -0.4244
C 4.4055 -2.5105 -1.2528
C 4.5840 -3.2928 -2.3947
C 5.8323 -3.8104 -2.6835
C 3.1445 -1.9572 -0.8919
C 2.1038 -1.4542 -0.5187
H 7.5878 -2.5392 -0.0790
H 5.3567 -1.6047 0.4435
H 3.7507 -3.4991 -3.0503
H 5.9894 -4.4140 -3.5639
O 2.6252 1.7184 1.3398
C 2.0766 1.3147 2.3524
C 2.6853 0.9095 3.6852
C 1.5437 0.1340 4.3632
C 0.5415 0.0063 3.2377
O -0.2853 -0.8823 3.0155
N 0.7595 0.9609 2.3039
H 3.0328 1.7751 4.2492
H 3.5556 0.2794 3.4896
H 1.0944 0.7045 5.1800
H 1.8314 -0.8427 4.7510
```

Across the entries above, relative energy (zero: lowest compared OMol25 entry of this formula, charge and spin) takes the values 0.000 0.022 0.013 0.153 0.837 0.000 0.054 eV, respectively.